This record from OMol25 describes a 8-piece molecular cluster, C67H61BF7N2O33S overall. The level of theory is the ωB97M-V functional and the def2-TZVPD basis.

## Properties
HOMO = -10.568 eV
orbital gap = 0.2172 Ha
LUMO = -4.658 eV
F_max = 3.54 eV Å⁻¹
charge = +1
E_tot = -171541.4572 eV

Positions of all 172 atoms, in Å:
C: 5.7842 1.6370 1.9284
C: 4.6946 2.4326 1.1413
C: 4.4475 1.8476 -0.2854
C: 3.0586 1.1621 -0.3496
C: 2.9283 0.0616 0.7352
C: 2.4175 -1.3064 0.1688
C: 1.5193 -2.0595 1.1918
C: 0.1158 -2.4175 0.6279
C: -0.9607 -2.5497 1.7535
C: -1.9798 -1.4360 1.5974
C: -2.2787 -0.6490 2.7191
C: -3.1901 0.3698 2.5241
O: -3.5343 1.1558 3.5746
B: -4.6212 0.5814 4.2853
O: -5.3092 -0.4637 3.6759
O: -4.9731 1.0487 5.5062
C: -3.7433 0.5650 1.2429
S: -4.8952 1.9572 1.0736
O: -5.1212 2.4158 -0.2581
O: -6.1079 1.5490 1.7093
C: -4.2782 3.4566 2.0376
F: -2.9351 3.3460 2.1097
F: -4.8780 3.4861 3.2197
C: -4.6166 4.7870 1.2989
F: -3.8566 4.9169 0.2035
F: -5.9212 4.8458 1.0075
C: -4.3169 6.0575 2.2035
F: -3.7999 7.0364 1.4669
F: -3.4260 5.7822 3.1813
F: -5.4246 6.4960 2.7945
N: -3.3818 -0.2867 0.2992
C: -4.0065 -0.1359 -1.0693
C: -3.9977 -1.4444 -1.8670
C: -4.6664 -1.2580 -3.2684
C: -5.6880 -0.1338 -3.3215
C: -6.9131 -0.3070 -2.7117
C: -7.8542 0.7038 -2.7851
C: -7.5511 1.8787 -3.4391
C: -6.2967 2.0523 -4.0612
C: -5.3678 1.0270 -4.0023
N: -2.5390 -1.2669 0.4110
H: 6.5440 2.3260 2.3083
H: 5.3241 1.0785 2.7559
H: 6.2627 0.8800 1.2943
H: 5.0557 3.4678 1.0761
H: 3.7440 2.4855 1.6891
H: 4.5440 2.6610 -1.0180
H: 5.2124 1.0935 -0.5445
H: 2.3114 1.9555 -0.1989
H: 2.9450 0.7226 -1.3512
H: 2.2726 0.4091 1.5460
H: 3.9259 -0.1381 1.1492
H: 1.8590 -1.1132 -0.7561
H: 3.3206 -1.8913 -0.0385
H: 2.0139 -3.0040 1.4494
H: 1.3487 -1.4327 2.0789
H: -0.1662 -1.6645 -0.1204
H: 0.2187 -3.3596 0.0734
H: -1.5100 -3.4773 1.5567
H: -0.5121 -2.5083 2.7481
H: -1.8139 -0.8261 3.6838
H: -6.2255 -0.3721 3.9699
H: -5.7391 0.5812 5.8556
H: -3.5274 0.6850 -1.6149
H: -5.0579 0.0860 -0.8661
H: -2.9979 -1.8502 -2.0366
H: -4.6322 -2.1521 -1.3111
H: -3.8478 -1.0774 -3.9816
H: -5.0881 -2.2261 -3.5680
H: -7.0805 -1.2533 -2.1952
H: -8.8259 0.5401 -2.3225
H: -8.3063 2.6604 -3.4703
H: -6.0645 2.9793 -4.5756
H: -4.3999 1.1125 -4.4935
C: -8.3261 6.9692 -1.5394
C: -7.8462 5.9180 -2.2137
C: -7.8565 5.8748 -3.7143
O: -7.3878 4.8975 -4.2711
C: -8.4299 7.0011 -4.4315
C: -8.9140 8.0534 -3.7572
C: -8.8803 8.1100 -2.2578
O: -9.3170 9.0974 -1.7010
O: -9.4490 9.1037 -4.3725
O: -7.3316 4.8521 -1.5931
H: -8.3227 7.0137 -0.4592
H: -8.4465 6.9495 -5.5111
H: -9.7181 9.7201 -3.6644
H: -7.0543 4.2339 -2.2973
C: 9.2702 0.5452 -2.5789
C: 7.9365 0.4790 -2.4926
C: 7.2447 -0.7107 -1.8970
O: 6.0279 -0.7058 -1.8279
C: 8.0622 -1.8201 -1.4313
C: 9.3965 -1.7555 -1.5205
C: 10.0879 -0.5527 -2.0931
O: 11.3088 -0.5460 -2.1312
O: 10.1838 -2.7480 -1.1089
O: 7.1474 1.4621 -2.9277
H: 9.7803 1.3970 -3.0049
H: 7.5517 -2.6791 -1.0194
H: 11.0997 -2.4548 -1.2798
H: 6.2340 1.1699 -2.7490
C: 13.4575 -2.1347 -6.1291
C: 12.4282 -1.7039 -5.3880
C: 11.3254 -0.8755 -5.9794
O: 10.4038 -0.5297 -5.2606
C: 11.4106 -0.5210 -7.3872
C: 12.4419 -0.9484 -8.1275
C: 13.5316 -1.7997 -7.5436
O: 14.4319 -2.1721 -8.2711
O: 12.5617 -0.6467 -9.4182
O: 12.3192 -1.9824 -4.0907
H: 14.2565 -2.7336 -5.7155
H: 10.6190 0.0901 -7.7972
H: 13.3866 -1.0766 -9.7159
H: 11.4918 -1.5530 -3.7944
C: 1.1103 9.6222 4.3486
C: 0.4175 10.0696 3.2929
C: -0.7648 9.3199 2.7530
O: -1.3681 9.7822 1.8038
C: -1.1324 8.0641 3.3937
C: -0.4380 7.6163 4.4456
C: 0.7274 8.3788 5.0021
O: 1.3074 7.9278 5.9716
O: -0.7373 6.4705 5.0619
O: 0.7338 11.2000 2.6638
H: 1.9623 10.1541 4.7480
H: -1.9708 7.5273 2.9872
H: -0.0870 6.3839 5.7853
H: 0.0816 11.2964 1.9440
C: 2.3877 -4.9722 5.4808
C: 3.4532 -5.6439 5.9443
C: 4.8539 -5.1486 5.7220
O: 5.7776 -5.7884 6.1807
C: 5.0342 -3.9200 4.9585
C: 3.9705 -3.2550 4.4952
C: 2.5714 -3.7366 4.7411
O: 1.6448 -3.0691 4.3037
O: 4.0902 -2.1270 3.7882
O: 3.3337 -6.7768 6.6233
H: 1.3759 -5.3199 5.6389
H: 6.0467 -3.5813 4.7892
H: 3.1801 -1.8481 3.5755
H: 4.2444 -7.0550 6.8430
C: -3.1347 -6.1321 3.2276
C: -1.9054 -6.1166 3.7540
C: -1.5573 -6.9267 4.9676
O: -0.4154 -6.8814 5.3862
C: -2.6049 -7.7221 5.5868
C: -3.8388 -7.7372 5.0631
C: -4.1810 -6.9476 3.8337
O: -5.3106 -7.0110 3.3909
O: -4.8264 -8.4488 5.5988
O: -0.9163 -5.3837 3.2346
H: -3.3974 -5.5547 2.3519
H: -2.3455 -8.2877 6.4705
H: -5.6079 -8.2916 5.0355
H: -0.1370 -5.5534 3.7989
C: -3.8619 -7.6699 -4.1035
C: -4.7259 -6.6475 -4.0620
C: -4.2960 -5.2715 -3.6482
O: -5.1218 -4.3740 -3.6458
C: -2.9082 -5.0713 -3.2615
C: -2.0440 -6.0937 -3.2992
C: -2.4670 -7.4656 -3.7389
O: -1.6324 -8.3475 -3.7687
O: -0.7670 -5.9564 -2.9520
O: -6.0105 -6.7915 -4.3851
H: -4.1590 -8.6653 -4.4019
H: -2.6146 -4.0790 -2.9489
H: -0.3632 -6.8386 -3.0713
H: -6.4163 -5.9114 -4.2758